Entry 1:
A cluster of 2 separate species, CH3O3S in total at a distorted geometry, computed with ωB97M-V/def2-TZVPD.

Energy relative to the best compared isomer or geometry (same formula, charge and spin), kcal per mole: 57.8
Gap between HOMO and LUMO (alpha / beta), eV: 6.178 / 6.175

ORCA input file:
```
! wB97M-V def2-TZVPD RIJCOSX def2/J DEFGRID3
* xyz -1 1
H -0.688 -1.401 1.417
O -1.656 0.463 1.027
H -1.558 -1.268 -0.062
C -1.056 -0.597 0.657
H -0.066 -0.387 0.056
O 1.887 0.154 -1.889
O 1.975 1.919 -0.165
S 1.161 1.116 -1.041
*
```

---

Entry 2:
A cluster of 5 separate species, C6H25N2O4 in total at a distorted geometry, computed with ωB97M-V/def2-TZVPD.

Energy relative to the best compared isomer or geometry (same formula, charge and spin), kcal per mole: 0.0
<S²>: 0.750
Gap between HOMO and LUMO (alpha / beta), eV: 2.527 / 9.015

ORCA input file:
```
! wB97M-V def2-TZVPD RIJCOSX def2/J DEFGRID3
* xyz 0 2
H 0.660 2.523 -0.654
H 0.105 0.046 2.008
H 3.092 -0.601 1.220
C 0.032 0.346 0.952
H -4.284 0.395 0.335
H -0.210 2.161 3.013
N 0.292 -1.392 -2.222
C 0.883 -2.053 -1.027
H -0.259 -0.586 -1.883
H -1.700 1.642 1.091
C -0.073 2.601 2.021
O 2.694 -1.486 1.298
H 1.097 -3.097 -1.248
C -0.140 -1.967 0.136
C -0.622 1.723 0.898
H -2.698 -0.203 -1.804
H 1.001 2.778 1.907
H -2.619 0.356 -3.249
H -0.557 3.581 2.021
H 3.151 -1.963 1.983
H -0.368 -2.004 -2.750
H -0.830 1.779 -1.236
C -0.407 2.411 -0.452
H 1.042 0.380 0.540
H -4.390 -1.071 0.000
H -0.940 -2.691 0.007
H -0.891 3.386 -0.472
H -1.702 -0.614 0.397
N -0.717 -0.610 0.138
O 3.850 0.996 1.121
H 1.025 -1.017 -2.848
O -3.782 -0.346 -0.037
H 1.796 -1.546 -0.764
H 4.669 1.145 0.647
H 0.369 -2.179 1.078
O -2.176 -0.216 -2.630
H 3.886 1.527 1.932
*
```

---

Entry 3:
A cluster of 2 separate species, C2H3BF2O in total at a distorted geometry, computed with ωB97M-V/def2-TZVPD.

Energy relative to the best compared isomer or geometry (same formula, charge and spin), kcal per mole: 78.5
Gap between HOMO and LUMO (alpha / beta), eV: 8.456 / 7.745

ORCA input file:
```
! wB97M-V def2-TZVPD RIJCOSX def2/J DEFGRID3
* xyz 0 1
H -1.192 -1.738 0.827
O 2.617 0.135 1.093
H 0.373 0.254 -1.279
F 2.476 -0.972 -0.815
B -0.221 -2.124 0.313
C 1.949 -0.095 0.133
H 0.109 1.023 0.387
C 0.651 0.348 -0.240
F -0.016 -3.428 0.200
*
```

---

Entry 4:
A cluster of 5 separate species, C25H51FN2O6 in total at a distorted geometry, computed with ωB97M-V/def2-TZVPD.

Structure (SMILES): CC(=O)OCCCCC[C@H](C#N)[C@@H](C#N)[C@H](C)F.CC(C)O.CC(C)O.CC(C)O.CC(C)O
Gap between HOMO and LUMO, eV: 10.623

ORCA input file:
```
! wB97M-V def2-TZVPD RIJCOSX def2/J DEFGRID3
* xyz 0 1
H -2.411 4.185 -0.624
H 7.327 -1.774 -2.465
O 2.885 1.162 1.152
H -1.989 0.808 3.679
H -4.375 -0.942 6.024
H 0.425 -5.290 -0.846
C 5.202 1.454 0.573
C -2.648 -0.934 -1.057
C -4.778 0.211 -1.545
C -4.169 -0.779 -0.650
H 6.231 1.210 0.841
H 3.712 -2.717 -3.022
H 0.072 -0.559 -2.469
H 1.080 0.803 -2.068
H -1.363 -0.338 0.581
H 4.578 -0.110 -4.054
C 5.228 -1.237 -2.600
H -0.376 -5.762 0.668
C -5.550 -2.530 -1.927
C 0.510 -2.135 -0.471
H 5.339 -3.393 -2.830
H 7.010 -0.031 -2.417
C 4.771 -2.548 -3.222
H -2.371 6.462 0.268
H -4.798 -2.889 -2.625
H -1.757 -0.823 4.298
H 4.896 -2.520 -4.309
H -0.781 7.057 0.775
H -1.405 5.880 -2.067
C 0.373 0.091 -1.650
H -5.437 -1.529 4.732
C -0.472 5.604 -1.568
O -1.576 3.936 -0.215
H -6.131 -1.743 -2.399
H -2.299 0.464 5.390
C 4.217 0.864 1.568
H -0.366 1.634 -0.403
O 1.492 -3.035 0.116
H 3.736 0.946 3.672
C -1.409 6.168 0.696
C 0.886 -4.035 0.827
C -2.537 -0.796 -2.513
H -2.375 -1.939 -0.757
H 4.996 1.067 -0.427
H -4.434 0.642 4.075
N -5.225 0.982 -2.278
H -0.002 4.825 -2.169
H 0.183 6.477 -1.554
H -3.837 -2.232 4.934
C -1.832 0.130 -0.280
H -3.390 -1.548 2.635
O -3.917 -0.744 2.693
C 4.457 1.380 2.978
C -3.830 -0.265 4.037
H -1.290 1.498 -1.851
H 5.463 1.136 3.323
H -6.236 -3.345 -1.709
C -4.404 -1.299 4.993
H 0.186 4.785 0.305
H 6.889 -0.897 -3.942
H -2.516 0.863 0.138
C -4.920 -2.113 -0.623
N -2.286 -0.930 -3.635
H 2.776 2.119 1.151
O 1.143 -4.202 1.987
H 5.106 2.542 0.525
C -0.750 5.099 -0.161
C -0.056 -4.930 0.058
F -5.874 -2.032 0.364
H -4.216 -2.890 -0.322
H 4.332 2.466 3.016
C -2.386 0.069 4.377
H 2.119 -0.940 -1.026
H 4.300 -0.224 1.559
H 5.053 -1.267 -1.523
H -0.938 -4.363 -0.232
C 1.128 -0.756 -0.614
H -1.604 5.789 1.700
H -0.327 -2.083 0.224
C -0.795 0.905 -1.087
O 4.442 -0.156 -3.102
H 0.206 -2.529 -1.440
H -4.235 -0.345 0.346
C 6.702 -0.975 -2.868
H 1.220 -0.262 0.342
*
```

---

Entry 5:
The ion C6H10BCl2N4O2 with charge +1 at a distorted geometry, computed with ωB97M-V/def2-TZVPD.

Structure (SMILES): CCB(O)c1nnn(O)[n+]1/C(Cl)=C(/C)Cl
Gap between HOMO and LUMO, eV: 9.191

ORCA input file:
```
! wB97M-V def2-TZVPD RIJCOSX def2/J DEFGRID3
* xyz 1 1
H 3.171 1.800 -0.733
C 0.512 1.498 -0.475
H 0.789 -1.456 -0.821
H 2.939 -2.229 0.608
N 0.743 2.793 -0.272
N -1.264 2.446 0.104
O -2.569 2.575 0.398
N -0.768 1.248 -0.254
C -1.636 -0.829 0.589
H -2.622 2.546 1.375
C 1.784 -1.007 -0.800
H 1.603 -1.256 1.356
H 3.075 -0.449 0.881
N -0.396 3.340 0.092
H 2.424 -1.445 -1.563
H -3.305 -1.888 -0.157
H -1.816 -2.820 -0.168
C 2.413 -1.281 0.631
C -2.398 -2.099 0.409
Cl -0.967 -0.480 2.145
O 2.822 1.213 -1.428
C -1.457 0.025 -0.386
H -2.715 -2.511 1.363
Cl -2.105 -0.283 -1.965
B 1.743 0.547 -0.930
*
```

---

Entry 6:
A structure of composition C18H24N8ReS4, computed with ωB97M-V/def2-TZVPD.

Energy relative to the best compared isomer or geometry (same formula, charge and spin), kcal per mole: 0.0
<S²>: 0.760
Gap between HOMO and LUMO (alpha / beta), eV: 6.791 / 6.176

ORCA input file:
```
! wB97M-V def2-TZVPD RIJCOSX def2/J DEFGRID3
* xyz 2 2
S -1.004 -1.918 1.048
H -1.805 2.307 2.306
H 3.623 -1.977 1.182
S 1.737 -0.472 -2.180
C 2.206 2.192 0.162
H -1.873 3.007 -1.880
H -0.725 3.359 0.319
N -4.614 -0.285 -0.246
C -3.110 1.397 -1.262
C -1.403 -1.596 -4.447
N -0.617 1.373 -1.499
C 0.176 -3.210 1.088
H -4.712 -1.024 0.455
Re 0.311 -0.347 -0.321
C -3.070 0.977 1.244
H 1.323 2.763 -0.090
C 0.722 -0.767 -3.555
C 3.138 0.133 0.642
C -0.515 -1.279 -3.373
C -1.810 2.198 -1.149
H 5.507 2.537 0.749
N 2.045 0.868 0.321
H -3.933 2.118 -1.223
H -2.288 -5.812 1.957
C 4.540 2.068 0.634
H -2.330 -4.130 2.498
C 4.393 0.706 0.806
H -2.558 -0.434 -0.299
H -4.724 -0.721 -1.166
H -0.662 0.226 2.142
N 1.682 -1.665 0.573
C -1.663 2.805 0.238
N -0.551 0.907 1.390
H -2.488 -4.528 0.751
N 1.717 -0.266 -5.880
C -3.255 0.381 -0.140
C 1.262 -0.491 -4.849
C -2.016 -4.791 1.694
C 2.883 -1.275 0.822
H -3.160 0.900 -2.235
H -2.451 3.546 0.380
H 0.157 2.009 -1.687
H 5.234 0.075 1.058
H 3.484 3.897 0.179
C 3.419 2.827 0.312
H -5.384 0.377 -0.117
S -1.087 -1.621 -1.766
N -2.143 -1.881 -5.279
C -1.766 1.774 1.353
H -3.104 0.199 2.012
H -3.882 1.680 1.462
N 1.421 -2.986 0.831
H 0.222 1.500 1.690
H -0.783 0.941 -2.411
S -0.222 -4.830 1.536
*
```

---

Entry 7:
A structure of composition C38H65F4I2N4O4PS at a distorted geometry, computed with ωB97M-V/def2-TZVPD.

Gap between HOMO and LUMO, eV: 7.222

ORCA input file:
```
! wB97M-V def2-TZVPD RIJCOSX def2/J DEFGRID3
* xyz 0 1
H -3.748 -4.789 -0.041
H 5.725 0.443 2.954
H 3.296 -1.894 1.389
C -1.830 -7.225 1.283
H -3.186 7.496 2.341
C -4.997 -1.928 -3.191
H 3.229 1.318 4.378
C 0.887 1.312 0.993
H -3.179 -8.706 2.177
O -0.817 -3.983 -2.892
H -5.771 -1.323 -3.662
C 5.874 -1.041 -1.918
H -3.947 0.301 -3.589
H 4.463 -1.797 0.061
C -2.043 -0.209 -2.746
H -3.756 -2.049 -4.954
H -3.424 4.009 -1.176
C 2.812 -0.924 1.361
H -4.152 -5.581 1.472
F -1.447 3.786 -1.251
H -3.270 -7.109 2.927
N -2.217 6.907 4.148
H -3.459 9.369 3.634
H -5.333 -2.963 -3.168
O 2.805 -2.887 -0.602
H -0.252 7.183 4.731
H -2.016 -4.750 2.467
I 1.448 4.262 1.477
H -1.554 -4.012 0.915
H -1.301 -8.015 0.745
H -3.493 9.904 5.310
H -0.471 6.036 3.451
N -1.044 1.017 -0.945
H -0.989 -4.558 -2.132
C -3.310 -5.306 0.818
H 0.623 7.854 2.425
H -4.915 -1.604 -2.152
H 4.853 1.949 4.493
H 2.290 -0.819 2.313
H 1.292 3.311 -1.484
C -2.739 5.400 2.250
C -2.660 3.249 -0.997
H 4.332 -0.495 3.410
H 1.893 1.647 -1.482
O 1.420 -4.713 -2.320
C -2.597 -7.832 2.465
C 6.123 0.323 -2.564
H 3.798 -0.683 -2.160
C 4.313 -2.432 -3.338
C 0.802 -2.092 -1.644
C 4.428 -1.569 -2.065
C -0.138 0.020 -0.844
C 1.349 2.437 0.456
C -2.941 2.058 -1.925
C -0.395 8.058 2.763
C 4.639 0.448 2.960
H -1.966 9.854 4.447
H -0.403 9.071 3.163
H 2.908 2.957 -0.894
H 3.825 2.459 3.164
C 4.094 1.610 3.789
H 6.386 1.097 -4.560
C 1.885 2.584 -0.931
H -2.957 -2.497 -3.456
N -1.148 -1.155 -2.665
C -3.657 -1.795 -3.901
H 6.577 -1.775 -2.313
H -3.687 7.534 5.447
F -4.199 1.629 -1.612
H -4.382 -8.817 0.401
H -5.157 -8.292 -1.083
H 5.969 2.355 -1.779
C -3.110 -0.360 -3.793
I 0.210 1.245 2.977
H 2.372 -4.571 -2.265
C -2.722 7.899 5.080
C -4.601 -7.943 -0.211
C -1.959 0.910 -1.856
C -0.181 -1.071 -1.718
C -3.326 -7.226 -0.671
H -1.889 -8.155 3.231
C -3.113 6.645 3.038
P 0.672 -3.426 -2.872
H 4.720 0.794 -4.170
H 4.095 -3.474 -3.117
H 5.816 -0.547 -4.573
N -2.580 -6.451 0.309
H -2.643 4.535 2.907
H -2.065 7.911 5.953
H -5.260 -7.283 0.355
F -2.982 2.566 -3.191
H 6.119 -0.943 -0.857
C 1.789 -0.903 0.266
H 4.775 -3.256 -0.850
H -4.114 6.505 3.455
H 7.183 0.561 -2.484
H 4.401 1.632 -2.182
H -3.596 -6.544 -1.484
H -2.693 -0.041 -4.749
C 5.725 0.397 -4.046
H -1.040 8.033 1.883
C 4.144 -2.368 -0.809
O 1.078 -2.935 -4.190
H -2.967 -3.434 1.778
C 1.784 -1.974 -0.684
H -1.802 5.519 1.703
C 0.864 0.100 0.152
C -0.810 7.012 3.807
H -2.647 -7.957 -1.117
H -3.517 5.184 1.517
C 5.391 1.432 -1.777
H 3.574 -2.043 -4.027
H 5.256 -2.433 -3.875
S 4.052 0.397 1.250
C -2.915 9.336 4.578
H -1.042 -6.584 1.686
F -2.739 2.871 0.296
C -2.393 -4.331 1.535
H 5.299 1.142 -0.729
*
```

---

Entry 8:
A structure of composition CBr2OS at a distorted geometry, computed with ωB97M-V/def2-TZVPD.

Energy relative to the best compared isomer or geometry (same formula, charge and spin), kcal per mole: 0.0
<S²>: 2.015
Gap between HOMO and LUMO (alpha / beta), eV: 6.837 / 6.861

ORCA input file:
```
! wB97M-V def2-TZVPD RIJCOSX def2/J DEFGRID3
* xyz 0 3
Br -2.742 0.416 0.119
S -0.823 1.304 -0.165
O 0.281 -1.095 -0.544
C 0.455 0.144 -0.249
Br 2.082 0.794 0.093
*
```

---

Entry 9:
The ion C4H13N2 with charge +1 at a distorted geometry, computed with ωB97M-V/def2-TZVPD.

Energy relative to the best compared isomer or geometry (same formula, charge and spin), kcal per mole: 22.4
Structure (SMILES): C[NH2+][C@H](C)CN
Gap between HOMO and LUMO, eV: 10.199

ORCA input file:
```
! wB97M-V def2-TZVPD RIJCOSX def2/J DEFGRID3
* xyz 1 1
H 1.352 -1.135 0.798
H 1.374 1.320 1.166
H 1.712 0.965 -0.575
H -0.677 0.117 -1.888
H -0.875 -2.708 -0.191
H -0.689 0.290 1.155
C 0.951 1.259 0.168
H -1.638 1.193 -0.948
H 0.266 -3.102 1.057
C -0.160 0.193 0.210
H 0.706 3.269 0.468
H 0.746 -1.330 -0.760
H -1.911 -0.552 -0.841
N 0.515 -1.182 0.221
H 0.542 2.881 -1.098
C -1.159 0.224 -0.903
C -0.375 -2.311 0.684
N 0.381 2.544 -0.157
H -1.060 -1.937 1.434
*
```

---

Entry 10:
A cluster of 2 separate species, C11H12NO2 in total at a distorted geometry, computed with ωB97M-V/def2-TZVPD.

Energy relative to the best compared isomer or geometry (same formula, charge and spin), kcal per mole: 63.6
Gap between HOMO and LUMO, eV: 6.698

ORCA input file:
```
! wB97M-V def2-TZVPD RIJCOSX def2/J DEFGRID3
* xyz -1 1
H 2.395 4.353 -0.917
H -2.818 -0.350 1.111
C 2.034 2.296 -0.855
H -1.589 -4.763 -1.337
C 0.567 3.918 -0.001
C -0.326 2.887 0.469
H 0.314 4.920 0.070
O -0.503 -4.511 1.085
H 0.013 -1.708 0.427
C 1.252 1.188 -0.390
H -1.729 -0.163 2.458
H -1.113 3.340 1.005
C -0.041 1.526 0.340
C 0.130 -4.048 0.171
H 2.938 2.055 -1.478
C -0.931 -3.858 -1.257
H 2.018 -0.848 -0.794
H -0.141 -3.744 -1.974
H -1.592 -3.075 -1.039
C -1.963 0.215 1.476
C 0.086 -0.732 0.277
O 1.268 -3.784 -0.097
H -2.460 1.212 1.636
C 1.730 3.583 -0.638
N 1.171 -0.249 -0.506
C -0.709 0.340 0.759
*
```

---

Entry 11:
A structure of composition C2H7O3Rh at a distorted geometry, computed with ωB97M-V/def2-TZVPD.

Energy relative to the best compared isomer or geometry (same formula, charge and spin), kcal per mole: 0.0
<S²>: 6.012
Gap between HOMO and LUMO (alpha / beta), eV: 10.969 / 4.811

ORCA input file:
```
! wB97M-V def2-TZVPD RIJCOSX def2/J DEFGRID3
* xyz 2 5
H -2.510 0.339 1.341
H 0.032 -0.335 -2.418
O 0.283 -1.138 -0.556
H 1.565 -1.204 -2.170
H 1.877 0.754 -0.309
C 1.520 0.777 -1.355
O 2.602 0.950 -2.250
H -1.966 0.054 2.797
C 0.828 -0.541 -1.675
O -1.861 -0.180 1.867
Rh -0.306 -0.944 1.064
H 3.199 1.619 -1.907
H 0.792 1.602 -1.453
*
```

---

Entry 12:
The molecule C6H9N, computed with ωB97M-V/def2-TZVPD.

Energy relative to the best compared isomer or geometry (same formula, charge and spin), kcal per mole: 10.5
Structure (SMILES): Cc1c[nH]c(C)c1
Gap between HOMO and LUMO, eV: 8.794

ORCA input file:
```
! wB97M-V def2-TZVPD RIJCOSX def2/J DEFGRID3
* xyz 0 1
H -2.700 -1.585 0.101
C -2.488 -0.517 0.198
H 2.790 -1.318 0.059
H 2.643 -0.037 1.260
H -3.315 0.065 -0.224
C 1.114 -0.025 -0.223
H 1.120 2.084 -0.126
H -1.375 2.084 -0.464
H -2.444 -0.280 1.272
C -0.764 1.192 -0.416
C 2.528 -0.266 0.191
C -1.146 -0.119 -0.340
H 0.134 -1.976 -0.291
N 0.607 1.245 -0.343
H 3.243 0.347 -0.365
C 0.054 -0.895 -0.290
*
```

---

Entry 13:
A cluster of 12 separate species, H24O12 in total at a distorted geometry, computed with ωB97M-V/def2-TZVPD.

Energy relative to the best compared isomer or geometry (same formula, charge and spin), kcal per mole: 35.3
Structure (SMILES): O.O.O.O.O.O.O.O.O.O.O.O
Gap between HOMO and LUMO, eV: 9.980

ORCA input file:
```
! wB97M-V def2-TZVPD RIJCOSX def2/J DEFGRID3
* xyz 0 1
H -1.261 -1.046 2.203
O -0.142 -0.288 0.591
H -1.662 -1.610 -0.167
H -1.976 1.630 -0.843
O -1.947 -0.791 2.819
O -1.618 1.718 0.041
O -1.230 -0.776 -2.951
O -2.433 -1.626 -0.734
O 2.371 -0.392 -0.635
H 0.404 -0.415 -0.185
H -1.822 -1.246 -2.364
H -0.560 0.562 0.453
H 2.346 0.420 -1.141
H 1.306 -1.455 -2.716
H -0.536 3.059 0.863
H 1.197 2.316 -2.282
H 0.198 -3.214 -0.478
O 1.856 -1.229 -3.467
H 1.041 -1.373 1.900
H 1.100 2.565 -0.792
O 1.082 -2.174 2.422
H 1.943 -2.544 2.227
O 1.039 1.872 -1.449
H 0.128 4.343 1.315
H 0.128 2.284 3.597
H 0.020 -3.694 -1.902
H 1.958 -0.279 -3.411
O 0.390 -2.978 -1.386
O 0.241 3.392 1.313
O 0.485 1.456 3.276
H 0.716 1.632 2.364
H -0.590 -0.366 -2.368
H -1.558 -0.082 3.332
H -2.367 1.976 0.578
H -3.168 -1.461 -0.143
H 2.925 -0.188 0.118
*
```

---

Entry 14:
A structure of composition C2H4S2 at a distorted geometry, computed with ωB97M-V/def2-TZVPD.

Energy relative to the best compared isomer or geometry (same formula, charge and spin), kcal per mole: 36.6
Gap between HOMO and LUMO, eV: 8.458

ORCA input file:
```
! wB97M-V def2-TZVPD RIJCOSX def2/J DEFGRID3
* xyz 0 1
C 0.419 0.282 0.376
H 0.213 0.874 1.651
H -0.972 -1.095 -0.143
H -1.732 0.515 -0.177
H -0.612 -0.042 -1.383
S 2.006 0.676 -0.428
S 1.516 -1.102 0.480
C -0.837 -0.109 -0.377
*
```

---

| no. | energy (Eh) |
| --- | --- |
| 1 | -663.77931 |
| 2 | -653.95873 |
| 3 | -377.75415 |
| 4 | -1643.94394 |
| 5 | -1549.02140 |
| 6 | -2808.89493 |
| 7 | -3741.39031 |
| 8 | -5659.42905 |
| 9 | -269.46498 |
| 10 | -631.59638 |
| 11 | -415.73788 |
| 12 | -288.76531 |
| 13 | -917.26910 |
| 14 | -874.90186 |